Record 1
{
  "formula": "C3H12O2S",
  "method": "ωB97M-V/def2-TZVPD",
  "multiplicity": 1,
  "relative_energy_kcal_mol": 19.5,
  "fmax_ha_per_bohr": 0.0327,
  "smiles": "CCSC.O.O",
  "molar_mass_g_mol": 112.19,
  "species": ["C", "C", "S", "C", "H", "H", "H", "H", "H", "H", "H", "H", "H", "H", "O", "H", "H", "O"],
  "positions_angstrom": [[0.2600, 0.3830, -0.1794], [1.1785, -0.7706, 0.2166], [2.8274, -0.5774, -0.5267], [3.8697, -0.8416, 0.9152], [-0.6814, 0.3224, 0.3704], [0.0238, 0.3683, -1.2465], [0.6619, 1.3796, -0.0008], [0.7105, -1.6850, -0.1826], [1.0507, -1.0550, 1.2645], [3.9306, -0.0691, 1.6928], [3.6095, -1.6916, 1.5496], [4.8669, -1.0461, 0.5214], [-5.7087, 1.3098, 0.2619], [-4.1878, 1.2577, 0.2959], [-4.9579, 1.4645, 0.8460], [-2.8765, -0.1937, -1.5819], [-1.8270, 0.8688, -2.0906], [-2.7503, 0.5759, -2.1259]],
  "mulliken_charge": [-0.8856, -0.5648, -0.0842, -0.8772, 0.3580, 0.1191, 0.3254, 0.2831, 0.4005, 0.3097, 0.2965, 0.2967, 0.3263, 0.3257, -0.6435, 0.3187, 0.3426, -0.6472]
}

***

Record 2
{
  "formula": "C17H23NO3S",
  "method": "ωB97M-V/def2-TZVPD",
  "multiplicity": 1,
  "relative_energy_kcal_mol": 11.4,
  "fmax_ha_per_bohr": 0.0201,
  "smiles": "C[C@H](OC(=O)/C=C/c1cccs1)C(=O)N[C@@H]1CCCC[C@H]1C",
  "molar_mass_g_mol": 321.44,
  "species": ["C", "H", "H", "H", "C", "C", "O", "N", "H", "C", "C", "C", "C", "C", "C", "C", "H", "H", "H", "H", "H", "H", "H", "H", "H", "H", "H", "H", "H", "H", "O", "C", "O", "C", "C", "C", "C", "C", "C", "S", "H", "H", "H", "H", "H"],
  "positions_angstrom": [[2.8313, -2.4175, 0.2612], [3.2878, -1.4696, 0.5402], [3.2379, -3.2087, 0.8841], [3.0545, -2.6294, -0.7818], [1.3186, -2.3508, 0.4670], [1.0172, -2.1833, 1.9619], [1.1502, -3.1085, 2.7352], [0.6474, -0.9437, 2.3111], [0.5547, -0.2527, 1.5839], [0.3258, -0.5547, 3.6685], [-1.0961, 0.0096, 3.7356], [-1.2055, 1.3672, 3.0465], [-0.2068, 2.3516, 3.6456], [1.2151, 1.8093, 3.5325], [1.3751, 0.4389, 4.2006], [1.3246, 0.5327, 5.7240], [1.4876, -0.4479, 6.1645], [0.3663, 0.9071, 6.0712], [2.1029, 1.2026, 6.0829], [2.3604, 0.0413, 3.9293], [1.4795, 1.7258, 2.4752], [1.9150, 2.5132, 3.9878], [-0.4543, 2.5280, 4.6933], [-0.2727, 3.3102, 3.1263], [-1.0165, 1.2602, 1.9755], [-2.2213, 1.7515, 3.1601], [-1.3846, 0.1109, 4.7824], [-1.7802, -0.7033, 3.2707], [0.3812, -1.4798, 4.2532], [0.8639, -3.2864, 0.1189], [0.7563, -1.2608, -0.2690], [0.3790, -1.5068, -1.5406], [0.4976, -2.5792, -2.0813], [-0.1924, -0.3043, -2.1506], [-0.6357, -0.3217, -3.4177], [-1.2096, 0.7822, -4.1128], [-1.6679, 0.7998, -5.4088], [-2.1792, 2.0478, -5.8005], [-2.1102, 2.9750, -4.8058], [-1.4193, 2.3455, -3.3703], [-2.4266, 3.9991, -4.8312], [-2.5814, 2.2520, -6.7764], [-1.6332, -0.0625, -6.0502], [-0.5577, -1.2486, -3.9729], [-0.2366, 0.5838, -1.5383]],
  "mulliken_charge": [-1.5041, 0.3161, 0.4150, 0.3976, 0.5448, 0.3764, -0.6976, 0.0358, 0.2513, -0.7312, -1.0633, -0.5050, -0.6669, -0.8007, 0.4695, -1.6950, 0.4127, 0.3327, 0.4129, 0.3539, 0.2876, 0.4013, 0.3220, 0.3615, 0.2252, 0.3641, 0.3968, 0.4033, 0.5721, 0.4170, -0.2863, 0.2256, -0.6174, -0.7125, 0.0937, 0.5267, -0.5185, -0.4660, -0.4646, -0.1155, 0.4267, 0.3824, 0.4140, 0.4070, 0.2989]
}

***

Record 3
{
  "formula": "C16H20NOSeYb",
  "method": "ωB97M-V/def2-TZVPD",
  "multiplicity": 2,
  "relative_energy_kcal_mol": 136.1,
  "charge": -2,
  "fmax_ha_per_bohr": 0.1798,
  "molar_mass_g_mol": 494.34,
  "species": ["Yb", "C", "C", "C", "H", "C", "C", "H", "H", "H", "H", "C", "C", "C", "H", "C", "C", "H", "H", "H", "H", "O", "C", "C", "C", "C", "C", "H", "H", "H", "H", "H", "H", "H", "H", "H", "H", "Se", "C", "N"],
  "positions_angstrom": [[0.0598, 0.0158, -0.1129], [-2.0449, 1.0069, 0.7061], [-1.7757, 1.5659, -0.5936], [-1.8659, 0.5149, -1.5253], [-1.5019, 2.5911, -0.7854], [-2.1704, -0.7096, -0.8193], [-2.3039, -0.3972, 0.5386], [-2.5081, -1.0718, 1.3541], [-2.0838, 1.6063, 1.6151], [-1.6970, 0.5989, -2.5875], [-2.2646, -1.6865, -1.2684], [1.5845, -0.5061, 1.8057], [0.3080, -1.1155, 2.1315], [0.0424, -2.1209, 1.1499], [-0.3201, -0.9087, 2.9951], [1.1049, -2.1079, 0.2183], [2.0501, -1.0822, 0.6256], [2.9241, -0.7723, 0.0775], [1.9890, 0.3570, 2.3229], [-0.8268, -2.7535, 1.1178], [1.1967, -2.7534, -0.6433], [1.0262, 0.1210, -1.9758], [1.3056, -0.7082, -3.1724], [1.4228, 0.5725, -4.0407], [0.1620, -1.6324, -3.4909], [2.6227, -1.4272, -2.9901], [1.2991, 1.3626, -2.7386], [0.5731, 0.7028, -4.7094], [2.3616, 0.6774, -4.5669], [2.2193, 1.8227, -2.3633], [0.4619, 2.0634, -2.6589], [0.3681, -2.1570, -4.4350], [-0.7797, -1.0891, -3.5946], [0.0427, -2.3896, -2.7016], [3.0912, -1.5876, -3.9697], [2.4788, -2.4087, -2.5195], [3.3047, -0.8407, -2.3683], [-1.2379, 1.7231, 4.5691], [-0.8043, 1.1657, 3.0630], [-0.4721, 0.7895, 1.9474]],
  "mulliken_charge": [-0.5687, 0.0249, -1.1291, -0.2858, 0.3093, -0.5276, -0.7652, 0.6117, 0.5946, 0.6403, 0.3561, -0.6724, -0.2657, -1.1210, 0.5204, -0.1484, -0.4751, 0.5660, 0.3622, 0.4846, 0.5892, 0.8758, 3.7403, -2.4895, -1.7218, -2.6877, -1.1822, 0.4887, 0.4963, 0.3954, -0.1825, 0.9087, -0.0111, 0.0101, 0.8010, 0.1505, 0.3662, -0.3782, 0.0525, -0.7327]
}